ORCA calculation (ωB97M-V/def2-TZVPD) on a structure of composition C43H101F6LiN8O21S2 in a non-equilibrium geometry.

Last column: Mulliken charge in e.
Geometry (Å):
1 Li 17.4201 9.3143 21.2731  0.960
2 C 15.2984 12.4726 19.5779  0.405
3 F 14.5509 11.4424 19.3236  0.004
4 F 15.1856 13.3790 18.6402  -0.217
5 F 14.7506 13.1096 20.6871  -0.403
6 S 17.2048 12.0412 19.7437  -0.371
7 O 17.4224 11.0533 18.7188  -0.064
8 O 17.9036 13.3148 19.6592  -0.133
9 N 17.3100 11.2013 21.2775  -0.112
10 S 17.5237 12.3211 22.3761  0.211
11 O 17.2385 13.7180 22.0455  -0.478
12 O 16.8867 11.9236 23.6190  -0.963
13 C 19.4036 12.1535 22.5793  0.420
14 F 19.5811 11.0971 23.4215  -0.053
15 F 20.0659 12.0229 21.3145  0.031
16 F 19.9217 13.1654 23.2821  -0.183
17 C 14.9421 8.8979 22.4901  0.897
18 C 13.5836 8.2287 22.8230  -0.475
19 O 13.8673 6.9068 23.0276  -0.588
20 O 16.0471 8.2210 22.9740  -0.433
21 H 15.1071 9.8998 22.8862  -0.014
22 H 15.0230 8.9951 21.4075  -0.532
23 H 12.9408 8.4347 21.9672  0.331
24 H 13.1768 8.5095 23.7945  0.366
25 H 13.0806 6.3578 23.0625  0.293
26 H 15.9527 7.2693 22.8906  0.194
27 C 21.8466 15.4988 17.2352  -0.097
28 C 20.2884 15.1659 17.0233  0.147
29 O 19.4752 15.8954 17.9629  -0.559
30 O 22.3522 16.6675 16.4578  -0.572
31 H 22.4680 14.7235 16.7871  0.061
32 H 22.0691 15.5198 18.3020  0.274
33 H 20.0083 14.1141 17.0812  -0.194
34 H 19.9610 15.4481 16.0227  0.343
35 H 19.1002 15.3625 18.6679  0.333
36 H 21.6063 17.2217 16.6988  0.342
37 C 12.1796 15.2478 19.5241  0.159
38 C 11.2931 14.1382 20.0444  -0.700
39 O 11.7349 13.6957 21.2735  -0.278
40 O 12.0721 16.4325 20.3206  -0.657
41 H 12.0366 15.3395 18.4474  0.351
42 H 13.2008 14.8861 19.6444  -0.234
43 H 11.0490 13.2782 19.4208  0.460
44 H 10.2770 14.5180 20.1506  0.405
45 H 11.1882 13.0549 21.7339  0.209
46 H 11.4996 16.3466 21.0865  0.327
47 C 18.7183 7.1271 20.3701  -1.614
48 C 17.9019 7.7024 19.2111  1.218
49 O 16.8464 8.5018 19.5763  0.880
50 O 19.2722 8.0885 21.2440  1.066
51 H 19.4028 6.3430 20.0463  0.661
52 H 18.0246 6.6825 21.0836  0.357
53 H 17.7253 6.7647 18.6840  -0.352
54 H 18.4278 8.2542 18.4319  -0.215
55 H 16.3708 8.8338 18.8113  -0.719
56 H 19.9718 7.6645 21.7464  -1.039
57 C 17.6167 13.0686 26.4245  0.475
58 C 19.0569 12.3954 26.6547  -0.289
59 O 19.1014 11.2762 27.4589  -0.588
60 O 17.4561 13.8240 27.5627  -0.587
61 H 16.7935 12.3803 26.2330  -0.178
62 H 17.6190 13.7804 25.5991  0.152
63 H 19.7438 13.0994 27.1246  0.430
64 H 19.5703 12.1149 25.7350  -0.095
65 H 19.0069 11.5700 28.3679  0.324
66 H 17.4349 14.7491 27.3073  0.369
67 C 14.2594 13.9999 25.2029  -0.484
68 C 12.8812 14.3028 24.6579  -0.514
69 O 12.9025 15.5421 23.9592  -0.645
70 O 15.2094 13.7569 24.1858  0.341
71 H 14.1962 13.0623 25.7550  0.600
72 H 14.5181 14.6828 26.0120  0.226
73 H 12.1546 14.0941 25.4431  0.433
74 H 12.6171 13.6686 23.8116  0.102
75 H 13.8004 15.5814 23.6217  0.335
76 H 15.5328 12.9099 24.5014  -0.133
77 C 15.2475 16.8187 21.8723  0.740
78 O 15.2162 17.9500 21.4189  -0.775
79 N 15.7670 16.4811 22.9249  -0.132
80 N 14.4704 15.8367 21.4282  0.239
81 H 16.0291 17.3299 23.4055  0.202
82 H 15.8565 15.5192 23.2196  -0.077
83 H 14.7776 14.9106 21.6888  0.073
84 H 13.6168 15.9840 20.9088  -0.060
85 C 18.7406 7.7446 15.3397  0.810
86 O 19.0768 7.0110 16.2635  -0.617
87 N 19.2997 7.6850 14.1872  -0.477
88 N 18.1928 8.9056 15.4982  -0.094
89 H 19.1565 8.3625 13.4519  0.139
90 H 20.1410 7.1271 14.1560  0.250
91 H 17.8932 9.2392 16.4032  -0.072
92 H 18.1369 9.5050 14.6872  0.143
93 C 14.8141 8.8677 16.2112  -0.558
94 C 13.5043 8.1392 16.4708  1.766
95 C 12.7599 7.8687 15.0820  -1.627
96 C 13.4278 6.8533 14.1163  -0.525
97 C 13.3894 5.6276 14.8891  -1.660
98 C 14.1126 5.6473 16.2892  1.743
99 N 13.6959 6.8150 17.0534  0.175
100 O 14.2472 6.9149 18.3662  -0.168
101 C 13.6643 4.4130 17.0233  -1.996
102 C 15.6197 5.5191 15.9296  -1.394
103 C 12.5511 9.0387 17.3952  -1.992
104 H 15.1616 9.0110 17.2343  -0.555
105 H 14.6841 9.8993 15.8839  0.437
106 H 15.4755 8.2938 15.5622  0.343
107 H 11.6747 7.7665 15.0809  0.430
108 H 12.7504 8.7804 14.4847  0.483
109 H 14.3554 7.3060 13.7660  0.304
110 H 12.8583 6.6894 13.2015  0.412
111 H 13.5588 4.6711 14.3946  0.421
112 H 12.3728 5.3440 15.1613  0.584
113 H 13.9305 3.5397 16.4278  0.382
114 H 14.2442 4.4536 17.9453  0.408
115 H 12.5890 4.4783 17.1898  0.490
116 H 16.3911 5.8422 16.6287  -0.049
117 H 15.9506 4.5402 15.5827  0.467
118 H 15.7343 5.9591 14.9389  0.315
119 H 12.4407 9.9933 16.8808  0.438
120 H 12.9536 9.1997 18.3953  0.292
121 H 11.5117 8.7110 17.4140  0.429
122 H 13.4623 6.8246 18.9115  0.258
123 C 21.6900 8.7462 22.9078  -1.854
124 C 22.2300 7.4388 23.5840  2.247
125 C 21.8000 7.6734 25.0766  -1.329
126 C 21.6235 6.4608 25.9744  -0.985
127 C 20.7337 5.3688 25.2034  -1.174
128 C 21.2476 5.0382 23.6831  1.245
129 N 21.5774 6.2266 22.9267  0.832
130 O 21.9023 6.1431 21.6032  -0.271
131 C 22.4078 4.0851 23.6472  -1.668
132 C 20.0535 4.3021 23.0520  -1.919
133 C 23.8142 7.4148 23.5272  -1.709
134 H 22.1942 9.6404 23.2742  0.757
135 H 20.6611 8.9505 23.2041  0.547
136 H 21.5362 8.6818 21.8306  -0.551
137 H 22.5614 8.3024 25.5380  0.485
138 H 20.8267 8.1640 25.0837  0.309
139 H 21.1962 6.6679 26.9555  0.461
140 H 22.5996 6.0787 26.2733  0.423
141 H 19.6892 5.6796 25.2249  0.407
142 H 20.7203 4.4955 25.8556  0.417
143 H 22.9155 3.9459 22.6928  0.216
144 H 23.1571 4.5583 24.2818  0.396
145 H 22.0682 3.1498 24.0924  0.493
146 H 19.1267 4.8296 23.2774  0.321
147 H 20.0022 4.2677 21.9638  0.393
148 H 19.9630 3.2732 23.4004  0.411
149 H 24.2248 7.1503 22.5527  0.271
150 H 24.1768 6.6690 24.2346  0.385
151 H 24.2702 8.3844 23.7277  0.455
152 H 22.8333 5.9244 21.5197  0.303
153 C 25.7612 9.4289 18.1470  -2.042
154 C 24.2854 9.3416 17.7203  1.871
155 C 23.6648 8.3636 18.6786  -1.549
156 C 22.1591 8.6384 18.7490  0.274
157 C 21.8483 10.0383 19.2238  -0.378
158 C 22.2531 11.0583 18.2129  1.845
159 N 23.7041 10.6824 17.9057  0.536
160 O 24.3504 11.6708 17.0944  -0.494
161 C 21.4210 11.1787 16.9364  -1.425
162 C 22.2499 12.4823 18.9570  -1.547
163 C 24.1206 8.7714 16.3074  -1.970
164 H 25.8800 10.0596 19.0280  0.480
165 H 26.4496 9.9607 17.4901  0.466
166 H 26.1190 8.4048 18.2536  0.422
167 H 23.8060 7.3234 18.3852  0.548
168 H 24.0907 8.4453 19.6786  0.270
169 H 21.7034 7.9284 19.4392  -0.553
170 H 21.6383 8.3360 17.8405  0.069
171 H 22.4091 10.0550 20.1583  0.349
172 H 20.7624 10.0536 19.3178  -0.395
173 H 21.2924 10.1827 16.5127  0.193
174 H 20.3940 11.4957 17.1176  0.211
175 H 21.9515 11.7828 16.2004  0.296
176 H 22.9704 12.3687 19.7670  0.424
177 H 22.5912 13.3148 18.3417  0.177
178 H 21.2300 12.6472 19.3045  0.143
179 H 23.0970 8.6453 15.9545  0.160
180 H 24.5952 7.7915 16.2553  0.472
181 H 24.7370 9.2871 15.5711  0.407
182 H 25.2206 11.6267 17.4974  0.353

Forces on the atoms, in the same order (eV/Å):
Li 0.2 -0.8 0.3
C 0.2 2.3 2.3
F -0.2 -1.2 -0.3
F 0.3 0.0 -1.2
F 1.2 -1.6 -0.8
S -0.1 0.3 0.4
O -0.2 0.2 0.3
O -0.9 -2.1 -0.2
N -0.6 2.5 -3.1
S -0.7 2.8 2.2
O 0.8 -2.2 0.1
O 1.4 -1.2 -0.8
C 0.5 0.0 0.3
F 0.2 0.0 -1.8
F -1.5 0.0 3.4
F -0.2 0.1 -1.3
C -0.6 0.8 -0.3
C 0.6 1.5 0.7
O 0.6 -2.8 -0.7
O 1.6 -0.4 0.3
H -0.8 0.2 0.1
H -0.2 -0.1 -0.4
H -0.4 0.0 0.2
H -0.3 1.2 -0.3
H 0.0 0.1 0.0
H -0.3 -0.2 -0.1
C -0.1 -1.0 -1.9
C 0.6 0.7 0.9
O 0.4 0.5 -0.6
O -1.9 -1.3 1.9
H -0.3 -0.5 0.2
H -0.1 0.5 0.0
H 0.7 -0.3 0.3
H 0.3 0.4 -0.1
H 0.2 -0.4 -0.1
H 0.2 1.3 -0.5
C 0.1 -1.4 0.8
C -2.2 -0.2 -0.4
O 1.6 -0.1 1.7
O -0.2 0.2 -1.5
H -0.4 0.8 0.1
H 0.1 0.0 -0.2
H 1.0 0.0 -0.9
H -0.3 0.7 0.1
H -0.3 0.1 -0.5
H -0.1 -0.5 0.0
C -1.5 0.3 0.8
C 2.5 -1.3 -1.4
O -1.5 0.0 1.8
O 0.5 1.3 -0.6
H 0.2 0.4 -0.3
H -0.7 -1.0 -0.7
H -1.3 -0.1 -0.2
H 1.0 0.0 0.4
H 0.0 0.0 0.0
H 0.2 -0.1 0.4
C 2.6 -0.4 -0.7
C -0.2 0.8 -1.7
O -0.6 -1.3 0.9
O -1.3 1.2 2.0
H 0.2 -0.4 0.4
H 0.4 -0.5 -0.6
H -0.4 0.9 -0.2
H -0.4 -0.1 -0.3
H -0.1 -0.1 0.1
H -0.1 -0.1 0.3
C -1.4 -1.3 0.9
C 0.8 -0.4 -1.5
O -0.7 0.7 1.5
O -0.3 0.7 0.7
H -0.4 -0.3 0.3
H 0.5 0.8 -0.5
H -0.3 1.1 0.1
H 0.2 -1.2 0.4
H 0.0 0.5 -0.5
H 0.9 0.0 -1.1
C -5.1 2.4 -6.5
O 0.3 1.2 -0.3
N 5.5 -0.6 8.3
N -0.7 -2.7 -2.0
H 1.0 -0.7 0.8
H 0.3 0.3 0.5
H -0.6 0.1 -0.2
H 0.6 0.5 0.2
C 2.4 -0.3 3.8
O -0.9 -1.0 0.5
N 2.5 -2.0 -5.5
N -3.3 3.7 1.0
H 0.1 -0.3 0.3
H -0.4 -0.1 -0.3
H -0.1 -0.1 -0.3
H -0.2 0.2 0.7
C -0.4 0.3 0.9
C -2.0 -0.3 -1.4
C 0.2 1.8 -1.2
C -1.0 1.5 0.3
C -0.2 -2.6 2.2
C 0.9 -0.5 -1.7
N -1.1 0.5 0.1
O 0.4 -0.2 -0.6
C 0.4 0.3 0.3
C 0.3 0.1 -0.9
C 0.6 -0.4 -1.5
H 0.9 -0.2 0.0
H -0.2 -0.1 -0.5
H 0.1 0.2 0.3
H -0.1 -0.9 1.0
H 0.6 0.8 0.4
H 0.5 -0.6 0.3
H -0.4 0.4 0.0
H 1.3 0.1 -0.3
H -0.7 0.9 0.0
H -0.1 -0.1 0.2
H -0.4 -0.6 0.3
H 0.0 -0.2 0.2
H -0.3 0.4 0.1
H -0.6 -0.7 0.8
H 0.4 1.1 0.3
H 0.4 0.3 0.1
H 0.0 -0.1 -0.1
H 0.2 -0.7 0.3
H 0.0 -0.1 0.2
C -0.7 -0.6 0.0
C 0.1 0.7 0.0
C -0.3 -0.8 0.2
C -0.2 -1.6 -1.3
C 2.0 1.1 0.1
C -1.2 -1.0 0.1
N -1.0 3.7 2.7
O -0.3 -0.6 -0.9
C 0.8 0.2 1.5
C -1.0 0.5 -0.5
C -0.9 -0.5 -0.2
H 0.5 -0.1 -0.5
H -0.1 -0.4 0.5
H 1.2 0.2 -0.2
H -0.2 0.4 -0.2
H 0.2 0.3 -0.1
H -0.5 0.4 -0.2
H 0.2 -0.5 -0.4
H 0.1 0.4 -0.5
H 0.3 -0.5 -0.5
H -0.6 -0.1 -0.2
H 0.4 -0.4 0.3
H 0.5 -0.2 -0.2
H -0.1 0.0 0.3
H 0.8 0.0 -0.2
H 0.1 0.1 0.2
H -0.2 -0.2 -0.3
H 0.2 0.1 0.1
H -0.3 0.0 0.3
H 0.6 -0.2 0.0
C 0.4 0.4 -0.6
C 0.3 0.5 -0.7
C -1.8 0.0 0.6
C -0.2 -1.5 0.2
C -0.7 -1.6 -0.8
C 2.4 2.0 -0.1
N -1.1 0.8 1.2
O -0.3 -0.8 0.0
C -0.1 -1.2 0.2
C 0.6 -1.6 -0.8
C 1.1 -0.3 -0.6
H -0.4 -0.7 0.7
H -0.1 -0.3 -0.8
H 0.3 0.2 0.3
H 0.3 0.1 -0.3
H 0.0 0.3 0.2
H 0.1 0.0 0.5
H 0.2 0.4 -0.5
H -0.4 1.0 0.2
H -0.1 0.4 0.7
H 0.1 -0.2 -0.3
H 0.1 0.5 0.1
H -0.2 0.2 0.1
H -0.3 0.2 0.3
H -0.2 -0.3 -0.1
H 0.1 0.2 0.2
H 0.0 0.3 0.2
H -0.2 -0.4 0.3
H -0.4 0.7 -0.1
H 0.3 0.6 -0.1

## Properties
- HOMO energy: -7.8 eV
- LUMO energy: -0.190 eV
- Energy: -139315.9865 eV
- Orbital gap: 7.63 eV